P | Molecular formula: C14H18N2O5
Method: DFT, ωB97M-V/def2-TZVPD

Frontier orbital gap ... 9.638 eV
SMILES ... N[C@@H](Cc1ccccc1)C(=O)N[C@@H](CCC(=O)O)C(=O)O
Multiplicity ... 1
E_LUMO ... 0.34 eV

Atoms and positions in Å:
1 N -0.53777 3.01975 -0.54463
2 C -1.12080 1.95847 0.12848
3 C -2.29269 1.53912 -0.74313
4 C -2.94755 0.20213 -0.30910
5 C -2.51243 -1.05532 -0.82759
6 C -3.20266 -2.16702 -0.42244
7 C -4.40852 -2.13011 0.26227
8 C -4.75035 -0.84973 0.77941
9 C -3.93927 0.25783 0.51164
10 C -0.13132 0.78710 0.27829
11 O -0.26476 -0.08671 1.11675
12 N 0.80238 0.65639 -0.70855
13 C 2.12525 -0.02072 -0.46308
14 C 2.87715 0.27584 0.76017
15 C 4.12689 -0.49271 1.24700
16 C 5.17731 -0.22743 0.19315
17 O 6.15393 0.49392 0.43183
18 O 4.76382 -0.64652 -1.07413
19 C 1.81976 -1.62020 -0.44724
20 O 2.68017 -2.37232 -0.85928
21 O 0.75347 -2.17058 0.11611
22 H 0.01182 3.49009 0.04048
23 H -0.98691 3.58627 -1.37743
24 H -1.52003 2.12865 1.20331
25 H -2.04626 1.51641 -1.90411
26 H -3.09578 2.27036 -0.64968
27 H -1.50900 -1.12502 -1.23941
28 H -2.92953 -3.18322 -0.82312
29 H -4.87605 -3.13367 0.41477
30 H -5.58443 -0.65909 1.47062
31 H -3.95446 1.31517 0.86554
32 H 0.83794 1.61100 -1.22063
33 H 2.75615 0.02520 -1.48109
34 H 2.93170 1.41839 0.57347
35 H 2.07053 0.04796 1.52432
36 H 3.93219 -1.64808 1.26433
37 H 4.35719 -0.02497 2.18711
38 H 4.21303 -1.43775 -0.83360
39 H 0.21992 -1.54885 0.55917

Q | Molecular formula: C14H18N2O5
Method: DFT, ωB97M-V/def2-TZVPD

Frontier orbital gap ... 9.872 eV
SMILES ... N[C@@H](CCC(=O)O)C(=O)N[C@@H](Cc1ccccc1)C(=O)O
Multiplicity ... 1
E_LUMO ... 0.43 eV

Atoms and positions in Å:
1 N -2.10690 2.20453 2.34052
2 C -1.18283 1.28177 1.70873
3 C -0.21965 2.05317 0.80843
4 C -0.92439 2.69411 -0.40323
5 C -0.98371 1.81897 -1.62335
6 O -0.81294 2.19338 -2.76056
7 O -1.25924 0.52186 -1.32755
8 C -0.34477 0.52533 2.75184
9 O -0.05187 1.04661 3.81174
10 N 0.07986 -0.78007 2.47247
11 C 0.08744 -1.45951 1.19096
12 C 1.48307 -1.53311 0.51581
13 C 1.43855 -1.22230 -0.95942
14 C 0.74716 -2.05720 -1.84189
15 C 0.62840 -1.71810 -3.18952
16 C 1.21564 -0.55271 -3.68499
17 C 1.93664 0.26966 -2.81621
18 C 2.05255 -0.07922 -1.46442
19 C -0.54388 -2.85373 1.34569
20 O -0.30774 -3.76524 0.59563
21 O -1.42086 -2.96514 2.35066
22 H -2.86843 1.66722 2.76548
23 H -1.60360 2.64281 3.11575
24 H -1.78050 0.54231 1.10737
25 H 0.64033 1.39769 0.45060
26 H 0.24249 2.84952 1.42784
27 H -0.40381 3.60103 -0.72247
28 H -1.93508 2.97747 -0.10314
29 H -1.11248 0.01229 -2.13620
30 H 0.73233 -1.08328 3.18219
31 H -0.57294 -0.91322 0.51811
32 H 2.16138 -0.80007 1.01814
33 H 1.88522 -2.52323 0.67553
34 H 0.26996 -2.96550 -1.49446
35 H 0.10015 -2.38706 -3.83777
36 H 1.08341 -0.27719 -4.70103
37 H 2.40426 1.18725 -3.18000
38 H 2.62087 0.57032 -0.78345
39 H -1.37408 -2.12143 2.87617

The energy of each structure relative to the most stable one, in kcal/mol, is as follows: P 83.0; Q 0.0.

P | Molecular formula: C5H12N4O
Method: DFT, ωB97M-V/def2-TZVPD

Frontier orbital gap (spin up / spin down) ... 7.613 / 7.614 eV
Multiplicity ... 1
E_LUMO (spin up / spin down) ... -0.84 / -0.84 eV

Atoms and positions in Å:
1 C 0.95432 1.28926 -1.44363
2 C 0.30540 0.99954 -0.06561
3 N -1.04738 1.33814 -0.00010
4 N 0.16765 1.02724 -2.62229
5 O 1.08107 1.38330 0.93234
6 H -1.61802 0.78932 -0.63158
7 H -1.42376 1.30146 0.93788
8 H -0.65198 1.62028 -2.66296
9 H -0.12749 0.05707 -2.66904
10 H 1.90303 0.75541 -1.49291
11 H 1.19476 2.35476 -1.40424
12 C -0.32170 -1.02653 1.65721
13 N 0.40086 -0.37831 2.52053
14 C 0.53057 -0.91909 -0.07527
15 C -1.45692 -1.69809 1.54634
16 N -0.08868 -1.53755 -1.00504
17 H 0.85214 0.78863 1.80364
18 H 1.07660 -0.94674 3.02488
19 H 0.50739 -2.19357 -1.51562
20 H 1.60410 -1.06048 0.12709
21 H -1.77975 -2.11085 0.60397
22 H -2.06220 -1.83319 2.43439

Q | Molecular formula: C5H12N4O
Method: DFT, ωB97M-V/def2-TZVPD

Frontier orbital gap ... 7.693 eV
SMILES ... C/C(N)=C(\N)C(O)=C(N)N
Multiplicity ... 1
E_LUMO ... 0.67 eV

Atoms and positions in Å:
1 C 1.76543 -2.00306 0.20392
2 C 0.92387 -0.85353 -0.30952
3 N 1.15808 -0.59187 -1.72636
4 C -0.42596 -0.75799 0.15448
5 N -0.99762 -1.77869 0.88269
6 C -1.14087 0.45453 0.05022
7 O -2.51924 0.45603 0.34476
8 C -0.48345 1.69210 0.00717
9 N -1.20742 2.84190 0.29659
10 N 0.85205 1.75197 -0.15198
11 H 2.80534 -1.84369 -0.08261
12 H 1.71084 -2.09009 1.29176
13 H 1.47460 -2.97002 -0.23179
14 H 0.29516 -0.57389 -2.25640
15 H 1.59447 0.31537 -1.86748
16 H -0.68343 -2.71402 0.67957
17 H -1.98334 -1.69337 1.07489
18 H -2.63857 0.71819 1.26847
19 H -2.19738 2.76128 0.11310
20 H -0.81266 3.69605 -0.06599
21 H 1.23760 0.60552 0.05855
22 H 1.27250 2.57729 0.26595

The energy of each structure relative to the most stable one, in kcal/mol, is as follows: P 61.0; Q 0.0.

P | Molecular formula: C15H18BCl5F3NiO2Te
Method: DFT, ωB97M-V/def2-TZVPD

Frontier orbital gap ... 6.682 eV
Charge ... -1
Multiplicity ... 1
E_LUMO ... 2.27 eV

Atoms and positions in Å:
1 Ni 0.02653 1.13107 0.39100
2 Cl 2.68550 2.09307 -0.52280
3 C 1.72449 3.40138 0.13049
4 C 0.45511 3.08676 0.60325
5 C -0.26005 4.16675 1.09793
6 Cl -1.86145 3.88438 1.76401
7 C 0.22644 5.47209 1.12725
8 Cl -0.72889 6.77344 1.75715
9 C 1.50164 5.73249 0.64158
10 Cl 2.13433 7.34054 0.66187
11 C 2.26315 4.68285 0.13889
12 Cl 3.85870 4.99211 -0.46629
13 C -3.83184 2.25806 -0.72956
14 Te -2.32036 0.78357 -0.92558
15 C -3.08628 -0.32047 0.71192
16 H -4.79213 1.79206 -0.93840
17 H -3.64575 3.06255 -1.43764
18 H -3.80322 2.65449 0.27870
19 H -3.53438 0.39206 1.40082
20 H -2.25368 -0.82408 1.18750
21 H -3.82149 -1.03638 0.35426
22 F 0.58353 -0.79079 2.46950
23 C 0.43536 0.55090 2.10820
24 F -0.63374 0.93654 2.90133
25 F 1.52255 1.12849 2.70738
26 C 1.71125 -2.27645 -2.39382
27 C 1.48648 -2.52803 -0.90564
28 C 2.55488 -3.45748 -0.35804
29 O 1.59807 -1.25959 -0.24306
30 B 0.32479 -0.71854 -0.08324
31 O -0.62871 -1.68022 -0.45024
32 C 0.02864 -2.95377 -0.58146
33 C -0.09699 -3.66512 0.76107
34 C -0.66642 -3.75229 -1.66999
35 H 2.68329 -1.79950 -2.52196
36 H 0.94970 -1.60461 -2.79148
37 H 1.69874 -3.20429 -2.96938
38 H 3.54009 -3.07760 -0.62948
39 H 2.44842 -4.46181 -0.77575
40 H 2.50490 -3.51594 0.72690
41 H 0.37538 -3.08575 1.55297
42 H 0.34802 -4.66130 0.72881
43 H -1.15645 -3.76782 1.00055
44 H -0.72569 -3.19269 -2.60145
45 H -1.68241 -3.98987 -1.35184
46 H -0.14002 -4.69125 -1.85623

Q | Molecular formula: C15H18BCl5F3NiO2Te
Method: DFT, ωB97M-V/def2-TZVPD

Frontier orbital gap ... 6.205 eV
Charge ... -1
Multiplicity ... 1
E_LUMO ... 2.38 eV

Atoms and positions in Å:
1 Ni 0.02403 0.29676 -0.00721
2 Cl -0.03940 -0.30784 2.47710
3 C -0.82556 -1.60712 1.57861
4 C -0.75583 -1.46831 0.19292
5 C -1.39437 -2.49430 -0.49489
6 Cl -1.37800 -2.47081 -2.23794
7 C -2.04403 -3.55634 0.13494
8 Cl -2.81535 -4.80073 -0.79098
9 C -2.07867 -3.63058 1.52545
10 Cl -2.87561 -4.93808 2.32522
11 C -1.45383 -2.62978 2.26549
12 Cl -1.46357 -2.67874 3.99427
13 C 3.65992 -0.17661 1.73343
14 Te 2.75772 -0.00429 -0.19863
15 C 2.82088 -2.10247 -0.56587
16 H 2.90262 -0.45396 2.46282
17 H 4.08650 0.78977 1.99382
18 H 4.45092 -0.92368 1.70807
19 H 3.76674 -2.41243 -1.00314
20 H 1.99750 -2.31101 -1.24703
21 H 2.64738 -2.62394 0.37380
22 F 0.01672 3.14579 -0.84552
23 C 0.07758 2.21563 0.15378
24 F 1.21786 2.63423 0.87087
25 F -0.95048 2.59481 1.00142
26 C 2.09759 0.71399 -4.63089
27 C 0.74860 0.33964 -4.03991
28 C 0.18812 -0.87084 -4.77653
29 O 0.94154 -0.01391 -2.65845
30 B -0.11769 0.49778 -1.88813
31 O -0.96897 1.22088 -2.71415
32 C -0.27284 1.51118 -3.93982
33 C -1.28155 1.57653 -5.07316
34 C 0.40821 2.86587 -3.77462
35 H 2.72286 -0.17772 -4.69933
36 H 2.61136 1.44180 -4.00588
37 H 1.97939 1.12786 -5.63563
38 H 0.85855 -1.71846 -4.62828
39 H 0.10700 -0.67210 -5.84739
40 H -0.79458 -1.13911 -4.39727
41 H -1.91934 0.69448 -5.08260
42 H -0.77469 1.65932 -6.03802
43 H -1.91474 2.45463 -4.94159
44 H 1.13910 2.84163 -2.96787
45 H -0.34624 3.60439 -3.50546
46 H 0.90017 3.17600 -4.69929

The energy of each structure relative to the most stable one, in kcal/mol, is as follows: P 2.5; Q 0.0.

P | Molecular formula: CH3O3S2
Method: DFT, ωB97M-V/def2-TZVPD

Frontier orbital gap ... 7.462 eV
Charge ... -1
Multiplicity ... 1
E_LUMO ... 3.28 eV

Atoms and positions in Å:
1 C -1.66010 -0.22066 0.20571
2 O 2.81520 -0.57918 0.47185
3 O 1.15426 1.25051 0.66706
4 O 2.12190 0.69332 -1.59712
5 S -0.41104 -1.50970 -0.49378
6 S 1.82406 0.28751 -0.19955
7 H -1.42108 0.85986 0.12578
8 H -1.90249 -0.39146 1.19869
9 H -2.52071 -0.39021 -0.37863

Q | Molecular formula: CH3O3S2
Method: DFT, ωB97M-V/def2-TZVPD

Frontier orbital gap (spin up / spin down) ... 7.724 / 5.181 eV
Charge ... -1
Multiplicity ... 1
E_LUMO (spin up / spin down) ... 3.22 / 1.87 eV

Atoms and positions in Å:
1 C -1.99216 -0.25683 -0.04072
2 O 2.89154 -0.35113 -1.03423
3 O 3.09191 0.44139 1.29539
4 O 1.43338 1.44728 -0.21786
5 S -0.78382 -1.57808 -0.01785
6 S 2.27334 0.31859 0.08015
7 H -1.55043 0.73946 -0.15795
8 H -2.71719 -0.37694 0.91320
9 H -2.64657 -0.38375 -0.82014

The energy of each structure relative to the most stable one, in kcal/mol, is as follows: P 0.0; Q 24.6.

P | Molecular formula: C3H5O5P
Method: DFT, ωB97M-V/def2-TZVPD

Frontier orbital gap ... 7.943 eV
SMILES ... O=C([O-])[C@H](O)C[P@H](=O)[O-]
Charge ... -2
Multiplicity ... 1
E_LUMO ... 6.67 eV

Atoms and positions in Å:
1 O -1.20899 1.29876 2.09879
2 C -1.57198 0.35485 1.38946
3 O -2.49339 -0.46925 1.62141
4 C -0.84902 0.08935 0.02168
5 O -1.41223 -1.06092 -0.53937
6 C 0.79347 -0.05484 0.29964
7 P 1.79387 0.13050 -1.23579
8 O 3.09254 -0.60506 -1.08916
9 O 1.87464 1.54882 -1.69442
10 H -0.95733 0.94978 -0.65137
11 H -2.07634 -1.28615 0.16589
12 H 0.97425 -1.03697 0.73600
13 H 1.07405 0.72887 1.00450
14 H 0.96646 -0.58773 -2.12727

Q | Molecular formula: C3H5O5P
Method: DFT, ωB97M-V/def2-TZVPD

Frontier orbital gap ... 6.918 eV
SMILES ... C[C@]1([O-])O[C@]1(O)[P@@H](=O)[O-]
Charge ... -2
Multiplicity ... 1
E_LUMO ... 7.07 eV

Atoms and positions in Å:
1 C -0.54502 1.63406 0.30845
2 C -1.10047 0.24046 0.03006
3 O -2.17539 0.07432 -0.69906
4 O -0.89310 -0.56314 1.26872
5 C -0.10564 -0.87340 0.15173
6 O -0.59063 -1.97328 -0.57209
7 P 1.69566 -0.66707 -0.09329
8 O 1.94583 0.11580 -1.34310
9 O 2.46810 -0.27535 1.12680
10 H -0.53112 2.21697 -0.61233
11 H -1.15775 2.14904 1.05646
12 H 0.46918 1.52305 0.68911
13 H -1.43648 -1.56718 -0.92205
14 H 1.95684 -2.03429 -0.38942

The energy of each structure relative to the most stable one, in kcal/mol, is as follows: P 0.0; Q 54.7.